The following is a DFT calculation (ωB97M-V/def2-TZVPD) of 6 unconnected molecules or ions with the total composition C41H73BBrO10P at a distorted geometry.

Last column: Löwdin charge in e.
Geometry (Å):
C (7.0535, -4.8580, -0.2065)  -0.105
C (6.7101, -4.7222, -1.7223)  -0.141
B (5.2649, -4.1620, -1.9910)  -0.416
O (4.3056, -4.9713, -2.5806)  0.132
C (4.8154, -2.7064, -1.6157)  -0.066
C (3.5912, -2.1953, -2.0463)  0.060
C (3.2234, -0.9057, -1.6963)  -0.066
C (4.0701, -0.1006, -0.9356)  -0.087
C (5.3181, -0.5702, -0.5120)  -0.252
P (6.4482, 0.4448, 0.5002)  0.916
C (7.9190, -0.6299, 0.6523)  -0.275
O (7.0553, 1.5868, -0.5499)  -0.320
C (5.6569, -1.8811, -0.8646)  -0.025
C (3.5661, 1.2532, -0.5786)  -0.295
O (4.2979, 2.2074, -0.4289)  0.095
C (2.0884, 1.3475, -0.3939)  -0.080
C (1.5737, 2.2063, 0.5585)  0.014
C (0.2026, 2.2653, 0.7327)  -0.044
C (-0.6718, 1.4864, -0.0136)  -0.184
C (-2.1783, 1.5616, 0.1853)  -0.575
Br (-2.7035, 2.6815, 1.7001)  0.779
C (-2.9062, 2.0112, -1.1126)  -0.267
C (-3.7240, 3.2936, -1.0956)  -0.150
C (-0.1599, 0.5802, -0.9679)  -0.092
C (-1.0283, -0.3777, -1.7604)  -0.109
C (-2.0161, -1.2579, -0.9622)  -0.181
C (-1.4896, -1.8137, 0.3678)  -0.174
C (-2.6207, -2.0845, 1.3704)  -0.168
C (-3.2853, -3.4296, 1.1514)  -0.241
O (-2.4271, -4.4816, 1.5535)  -0.202
C (-2.3800, -5.5839, 0.6658)  -0.103
C (1.2302, 0.5459, -1.1555)  -0.020
C (1.9177, -0.3322, -2.1520)  -0.271
O (1.5069, -0.5531, -3.2692)  0.128
H (7.9498, -4.2839, 0.0293)  0.065
H (7.2610, -5.8909, 0.0590)  0.067
H (6.2615, -4.4624, 0.4291)  0.068
H (6.7836, -5.7157, -2.1699)  0.093
H (7.4720, -4.1200, -2.2200)  0.105
H (4.2822, -5.8331, -2.1538)  0.108
H (2.9286, -2.8002, -2.6507)  0.130
H (8.2777, -1.0226, -0.3013)  0.048
H (8.7071, 0.0064, 1.0563)  0.039
H (7.7116, -1.4419, 1.3473)  0.044
H (7.8328, 1.9603, -0.1158)  0.047
H (6.6201, -2.2573, -0.5567)  0.070
H (2.2466, 2.8113, 1.1495)  0.122
H (-0.1784, 2.9444, 1.4787)  0.052
H (-2.5106, 0.5807, 0.5025)  0.047
H (-3.5305, 1.1958, -1.4770)  0.094
H (-2.1266, 2.1589, -1.8626)  0.107
H (-3.1268, 4.1673, -0.8441)  0.065
H (-4.5985, 3.2250, -0.4513)  0.043
H (-4.1055, 3.4521, -2.1069)  0.079
H (-0.4097, -1.0204, -2.3721)  0.098
H (-1.6194, 0.2081, -2.4675)  0.116
H (-2.9631, -0.7377, -0.8126)  0.076
H (-2.2599, -2.1024, -1.6106)  0.115
H (-0.7651, -1.1402, 0.8250)  0.110
H (-0.9979, -2.7694, 0.1741)  0.114
H (-3.4131, -1.3355, 1.2573)  0.099
H (-2.2606, -2.0065, 2.3967)  0.120
H (-3.5800, -3.5279, 0.1011)  0.120
H (-4.2114, -3.4774, 1.7391)  0.111
H (-3.2827, -5.6534, 0.0543)  0.088
H (-2.3131, -6.5042, 1.2447)  0.081
H (-1.5161, -5.4992, 0.0008)  0.084
C (7.7111, 3.9075, -3.8560)  -0.062
C (7.6804, 2.5256, -4.4923)  -0.501
C (6.2638, 2.1182, -4.8700)  -0.059
O (8.2561, 1.5621, -3.6143)  -0.060
H (7.1178, 3.9097, -2.9373)  0.078
H (8.7331, 4.1838, -3.5946)  0.077
H (7.3063, 4.6648, -4.5292)  0.077
H (8.3105, 2.5211, -5.3838)  0.134
H (5.6344, 2.0765, -3.9765)  0.077
H (6.2605, 1.1279, -5.3260)  0.078
H (5.8191, 2.8265, -5.5709)  0.078
H (7.7114, 1.5520, -2.8186)  0.048
C (-7.2110, -0.4278, 1.6136)  -0.057
C (-6.5373, 0.6773, 0.8154)  -0.488
C (-7.5451, 1.5368, 0.0708)  -0.056
O (-5.5988, 0.1133, -0.1073)  -0.065
H (-7.7651, -1.0935, 0.9455)  0.082
H (-6.4668, -1.0282, 2.1381)  0.073
H (-7.9080, -0.0194, 2.3464)  0.081
H (-5.9487, 1.3055, 1.4861)  0.129
H (-8.1117, 0.9330, -0.6439)  0.089
H (-7.0416, 2.3213, -0.4951)  0.065
H (-8.2492, 2.0020, 0.7627)  0.079
H (-6.0920, -0.4478, -0.7158)  0.091
C (-4.5056, -5.8914, 3.6659)  -0.057
C (-5.6693, -6.3620, 2.8093)  -0.501
C (-6.9948, -6.2602, 3.5485)  -0.063
O (-5.4507, -7.7002, 2.3612)  -0.054
H (-4.4158, -6.5122, 4.5625)  0.085
H (-3.5731, -5.9658, 3.1131)  0.055
H (-4.6368, -4.8546, 3.9796)  0.083
H (-5.7160, -5.7595, 1.8996)  0.130
H (-6.9798, -6.8946, 4.4391)  0.080
H (-7.8147, -6.5977, 2.9142)  0.078
H (-7.1956, -5.2349, 3.8625)  0.078
H (-5.4019, -8.2644, 3.1403)  0.085
C (-10.3543, 4.9611, -1.2371)  -0.060
C (-8.8743, 4.9151, -0.8897)  -0.506
C (-8.3566, 6.2756, -0.4494)  -0.059
O (-8.1175, 4.4286, -1.9980)  -0.060
H (-10.5270, 5.6508, -2.0679)  0.081
H (-10.7040, 3.9760, -1.5465)  0.079
H (-10.9520, 5.2921, -0.3868)  0.080
H (-8.7122, 4.1907, -0.0914)  0.114
H (-8.4709, 7.0038, -1.2573)  0.081
H (-7.2963, 6.2183, -0.2029)  0.079
H (-8.8981, 6.6435, 0.4231)  0.080
H (-8.2345, 5.0457, -2.7283)  0.086
C (5.7682, 3.1765, 4.0758)  -0.063
C (7.1766, 3.6994, 3.8395)  -0.500
C (7.2039, 5.2166, 3.7402)  -0.063
O (7.7271, 3.1121, 2.6609)  -0.079
H (5.1185, 3.4533, 3.2409)  0.078
H (5.7711, 2.0887, 4.1431)  0.076
H (5.3434, 3.5848, 4.9942)  0.078
H (7.8276, 3.3766, 4.6535)  0.136
H (6.5908, 5.5508, 2.8987)  0.082
H (8.2210, 5.5711, 3.5719)  0.078
H (6.8192, 5.6797, 4.6498)  0.079
H (7.1652, 3.3754, 1.9221)  0.071

Calculated values
SMILES string: CCB(O)c1cc2c(c(P(C)O)c1)C(=O)c1ccc([C@@H](Br)CC)c(CCCCCOC)c1C2=O.CC(C)O.CC(C)O.CC(C)O.CC(C)O.CC(C)O
HOMO-LUMO gap: 7.507 eV
HOMO energy: -8.18 eV
lowest unoccupied orbital energy: -0.68 eV